Here is C3H11N3O2 as an isolated structure in a non-equilibrium geometry from the Open Molecules 2025 dataset. Energies are from ωB97M-V with the def2-TZVPD basis set.

Last column: Mulliken charge in e.
Geometry (Å):
C (1.30793, -1.74054, -1.13851)  -0.87
N (0.72401, -0.73732, -0.25639)  -0.09
O (1.74273, 0.19450, 0.11566)  -0.41
H (1.29325, 0.80500, 0.75420)  0.43
H (0.22368, -0.99727, 0.71875)  0.48
H (2.06634, -2.29780, -0.58964)  0.31
H (0.51074, -2.39506, -1.48554)  0.35
H (1.77746, -1.25219, -1.99447)  0.29
C (-0.80815, 1.38884, -1.04950)  -1.14
N (-0.99101, -0.08602, 1.30045)  -0.52
C (-0.88745, -0.04714, -0.60464)  0.92
N (-0.28733, 0.93375, 2.02340)  -0.60
O (-1.64087, -0.86292, -1.09604)  -0.67
H (-1.88668, -0.36448, 1.69712)  0.17
H (0.12521, 0.54843, 2.87250)  0.22
H (-0.90284, 1.69913, 2.29558)  0.20
H (-0.33855, 2.04954, -0.32581)  0.32
H (-1.82056, 1.72244, -1.27488)  0.32
H (-0.20792, 1.43912, -1.96224)  0.28

Atomic forces in eV per Å
C -0.111 0.274 0.106
N -0.874 0.445 1.523
O -0.317 0.194 -0.234
H 0.004 -0.482 -0.262
H 0.693 -0.237 -1.464
H -0.057 -0.071 -0.039
H -0.027 0.036 0.101
H -0.080 0.058 0.090
C 0.597 -0.018 -0.043
N 0.602 -0.240 -1.026
C -0.769 -0.363 1.003
N -0.386 -0.006 -0.061
O 0.907 0.227 0.502
H -0.036 0.379 -0.181
H -0.190 0.040 -0.152
H 0.162 -0.075 -0.062
H -0.066 -0.041 0.119
H 0.058 -0.077 0.093
H -0.111 -0.044 -0.011

Calculated values
relative energy (zero: lowest compared OMol25 entry of this formula, charge and spin)	5.397	eV
DFT total energy	-435.49198	Ha
M	121.14	g/mol
LUMO level	0.89	eV
highest occupied orbital energy	-8.495	eV


Here is a 2-piece molecular cluster, C2H6PS3 overall in a non-equilibrium geometry from the Open Molecules 2025 dataset. Energies are from ωB97M-V with the def2-TZVPD basis set.

Last column: Mulliken charge in e.
Geometry (Å):
C (-0.58377, 1.26347, 0.62768)  -0.51
C (1.04019, 0.37952, -1.15284)  -0.58
P (-0.05294, -0.39718, 0.12603)  0.46
S (0.85589, 2.03046, -0.13324)  0.07
S (-1.39812, -1.60833, -0.95303)  -0.16
S (1.17675, -1.13469, 1.62918)  -0.21
H (-1.56599, 1.30625, -0.70413)  0.20
H (-1.19496, 1.64575, 1.40861)  0.51
H (2.15713, 0.02082, -1.02528)  0.38
H (0.61604, 0.41286, -2.25102)  0.36
H (-1.20293, -2.71687, -0.24537)  0.21
H (0.15272, -1.20206, 2.67342)  0.26

Atomic forces in eV per Å
C -1.998 -0.846 -5.843
C 1.079 0.559 0.745
P -0.067 0.689 -0.545
S 0.553 -0.830 -0.345
S 0.241 0.554 0.602
S -1.520 -0.536 1.159
H 1.795 -0.193 3.355
H -0.106 0.126 0.726
H -2.338 0.666 -0.720
H 0.842 -0.068 2.345
H 0.103 -0.304 0.312
H 1.416 0.183 -1.792

Calculated values
relative energy (zero: lowest compared OMol25 entry of this formula, charge and spin)	1.912	eV
total charge	+1
DFT total energy	-1615.35490	Ha
M	157.25	g/mol
LUMO level	-4.65	eV
highest occupied orbital energy	-13.230	eV


What did the first record say?
Here is C3H11N3O2 as an isolated structure in a non-equilibrium geometry from the Open Molecules 2025 dataset. Energies are from ωB97M-V with the def2-TZVPD basis set.

Last column: Mulliken charge in e.
Geometry (Å):
C (1.30793, -1.74054, -1.13851)  -0.87
N (0.72401, -0.73732, -0.25639)  -0.09
O (1.74273, 0.19450, 0.11566)  -0.41
H (1.29325, 0.80500, 0.75420)  0.43
H (0.22368, -0.99727, 0.71875)  0.48
H (2.06634, -2.29780, -0.58964)  0.31
H (0.51074, -2.39506, -1.48554)  0.35
H (1.77746, -1.25219, -1.99447)  0.29
C (-0.80815, 1.38884, -1.04950)  -1.14
N (-0.99101, -0.08602, 1.30045)  -0.52
C (-0.88745, -0.04714, -0.60464)  0.92
N (-0.28733, 0.93375, 2.02340)  -0.60
O (-1.64087, -0.86292, -1.09604)  -0.67
H (-1.88668, -0.36448, 1.69712)  0.17
H (0.12521, 0.54843, 2.87250)  0.22
H (-0.90284, 1.69913, 2.29558)  0.20
H (-0.33855, 2.04954, -0.32581)  0.32
H (-1.82056, 1.72244, -1.27488)  0.32
H (-0.20792, 1.43912, -1.96224)  0.28

Atomic forces in eV per Å
C -0.111 0.274 0.106
N -0.874 0.445 1.523
O -0.317 0.194 -0.234
H 0.004 -0.482 -0.262
H 0.693 -0.237 -1.464
H -0.057 -0.071 -0.039
H -0.027 0.036 0.101
H -0.080 0.058 0.090
C 0.597 -0.018 -0.043
N 0.602 -0.240 -1.026
C -0.769 -0.363 1.003
N -0.386 -0.006 -0.061
O 0.907 0.227 0.502
H -0.036 0.379 -0.181
H -0.190 0.040 -0.152
H 0.162 -0.075 -0.062
H -0.066 -0.041 0.119
H 0.058 -0.077 0.093
H -0.111 -0.044 -0.011

Calculated values
relative energy (zero: lowest compared OMol25 entry of this formula, charge and spin)	5.397	eV
DFT total energy	-435.49198	Ha
M	121.14	g/mol
LUMO level	0.89	eV
highest occupied orbital energy	-8.495	eV


Question: Which of these has the lowest highest occupied orbital energy?
Answer: C2H6PS3